Molecular formula: C19H31F9MoOP2
Method: DFT, the ωB97M-V functional and the def2-TZVPD basis

Summary:
HOMO (spin up / spin down)	-13.532 / -13.567	eV
net charge	+2
max |F|	5.728	eV/A
spin multiplicity	3
LUMO level (spin up / spin down)	-8.792 / -8.757	eV
energy	-67114.03167	eV
gap between HOMO and LUMO (spin up / spin down)	0.1742 / 0.1768	hartree
⟨S²⟩	2.2788

Each line ends with the Mulliken charge.
Positions of all 63 atoms, in Å:
C -0.518 -3.768 -1.579  -1.21
C 0.583 -2.792 1.848  -0.85
H -0.207 -4.422 -0.756  0.41
C 1.515 2.405 -3.262  -1.22
P 0.220 1.159 -3.083  0.71
H -1.784 3.883 -0.381  0.45
H -2.131 1.297 -1.409  0.26
H -0.413 -2.335 1.791  0.19
H 1.299 2.961 -4.186  0.48
H -1.208 -1.519 -3.163  0.59
H 1.502 3.136 -2.431  0.37
O 0.358 -0.247 2.765  -1.07
F -2.157 -0.537 3.595  -0.24
Mo 1.954 -2.526 0.105  -0.13
H -2.023 -1.500 0.181  0.42
H 2.772 -3.213 -1.290  0.38
H 0.370 3.694 0.758  0.47
C -2.242 1.716 -0.407  -0.66
H 0.395 -3.887 2.054  0.38
C 0.514 0.616 -0.811  0.59
H 1.468 0.443 -1.345  0.78
F 0.928 0.228 6.301  -0.25
F 1.005 2.293 3.003  -0.24
H -2.126 1.241 -3.744  0.42
H 0.040 -2.447 -3.970  0.64
F 0.251 2.456 5.038  -0.28
F -1.158 2.194 3.376  -0.30
H -3.309 1.969 -0.365  0.39
H -0.281 1.093 -1.442  -0.55
C -1.919 0.656 0.673  0.16
F -1.126 -1.443 5.318  -0.27
H -0.434 -4.324 -2.527  0.45
C 2.220 -2.743 -2.182  -1.09
H 0.920 1.082 1.242  -0.25
F 1.766 -1.311 4.993  -0.27
C -1.464 -0.555 0.116  -0.90
C 0.063 1.817 3.857  0.61
C -0.084 -0.632 -0.272  0.95
H 1.868 2.023 0.113  0.68
F 2.402 0.777 4.729  -0.26
C 1.331 -0.028 5.018  0.72
H -1.566 -3.488 -1.398  0.42
C -1.343 2.880 -0.172  -0.36
H -1.154 2.533 -4.477  0.53
H -1.649 2.731 -2.795  0.41
C 0.141 0.214 3.937  0.62
C 0.844 1.634 0.281  -0.89
H 2.496 1.906 -3.361  0.45
H 2.850 -1.934 -2.566  0.51
C -1.256 -0.302 4.592  0.46
H 2.162 -3.530 -2.951  0.45
C 0.529 -0.407 -3.866  -0.90
C -0.091 2.799 0.318  -0.35
H 0.178 -0.239 -4.903  0.55
H -1.093 0.967 1.317  -1.14
C -1.335 1.985 -3.548  -1.40
C -0.125 -1.640 -3.250  -1.15
H 1.628 -0.499 -3.903  0.43
H -2.782 0.559 1.323  1.05
P 0.501 -2.251 -1.621  1.59
F -1.810 0.641 5.410  -0.27
H 0.592 -1.090 0.632  -0.88
H 1.122 -2.382 2.737  0.39

Forces on the atoms, in the same order (eV/Å):
C -0.20 -0.05 0.04
C -0.21 -1.91 -0.76
H -0.06 0.13 -0.12
C 0.36 -0.21 -0.24
P -1.08 2.40 -2.54
H 0.36 -0.78 0.70
H -0.15 -0.19 -0.07
H 0.42 0.07 0.20
H 0.18 -0.14 0.17
H -0.03 0.04 0.13
H 0.00 -0.51 -0.23
O 0.40 -1.09 -2.16
F 0.53 -0.06 0.50
Mo -1.73 2.23 4.98
H 0.13 0.35 0.28
H 0.86 -0.92 -2.22
H -0.27 -0.18 -0.60
C 0.06 -0.04 -0.09
H 0.46 0.71 -0.46
C 0.99 0.43 2.74
H -0.48 -0.23 0.01
F 0.57 -0.21 -1.42
F -0.58 -0.10 0.35
H 0.19 0.36 0.21
H -0.03 -0.19 0.29
F -0.29 -0.37 -1.08
F 0.73 0.00 -0.15
H 0.38 0.14 0.20
H 0.45 -0.30 1.09
C -1.52 1.13 0.28
F -0.06 0.86 -0.91
H -0.13 0.26 0.29
C 0.13 -0.34 -0.69
H -0.10 0.29 -0.17
F -0.18 0.67 -0.26
C 2.17 -3.34 0.48
C -0.29 0.19 1.31
C 0.57 -1.34 -0.27
H -0.53 -0.02 0.04
F -0.95 -0.92 0.31
C -0.38 0.06 0.55
H 0.18 -0.16 -0.14
C 0.36 1.56 -0.12
H -0.09 -0.04 -0.06
H 0.28 -0.52 -0.26
C -0.01 1.73 2.48
C 0.77 -0.05 0.67
H -0.33 0.42 0.16
H -0.34 0.07 0.09
C 0.09 0.69 0.72
H 0.19 -0.07 0.67
C 0.45 0.23 -0.94
C -0.17 1.19 -0.22
H 0.24 -0.47 0.22
H -0.16 0.17 0.14
C -0.07 -0.14 -0.78
C 0.14 0.76 -0.10
H -0.35 -0.08 -0.16
H -0.12 -0.48 -0.05
P -1.15 -1.47 -1.12
F 0.46 -1.06 -0.69
H -1.11 0.65 -0.40
H 0.02 0.17 -0.79

***

Molecular formula: C19H31N3O
Method: DFT, the ωB97M-V functional and the def2-TZVPD basis

Summary:
HOMO	-8.389	eV
max |F|	0.536	eV/A
spin multiplicity	1
LUMO level	0.672	eV
energy	-26724.54993	eV
gap between HOMO and LUMO	0.3330	hartree

Each line ends with the Mulliken charge.
Positions of all 54 atoms, in Å:
C -3.168 -1.403 -0.104  -1.05
H -1.341 0.210 -1.003  0.26
C 4.277 -0.398 2.800  -1.04
H 1.870 -2.826 -1.345  0.42
C 3.804 0.835 3.203  -0.69
H -3.158 1.798 -1.325  0.25
C 3.079 3.715 3.471  -1.25
H 4.129 3.557 3.650  0.34
H -5.230 -0.253 -2.251  0.48
H 2.845 -0.775 -2.554  0.44
N -1.167 0.010 -0.027  -0.08
H 0.804 0.141 -1.419  0.31
C 3.195 -0.379 -1.602  -1.82
C -0.008 -0.678 0.269  0.51
H 1.690 1.431 0.650  0.53
H -4.578 -2.478 -2.374  0.32
H -2.847 -2.810 -2.171  0.41
H -4.029 -0.831 -4.174  0.30
H -3.391 1.293 -2.999  0.26
C 2.860 1.508 2.432  0.31
C 2.868 -0.338 0.854  -0.04
C 2.321 2.809 2.863  0.53
C 2.385 -2.463 -0.458  -1.98
H 1.873 -2.840 0.423  0.44
C -3.293 -1.560 -3.848  -1.21
O 0.139 -1.321 1.288  -0.70
H -4.099 -1.645 0.435  0.35
C 0.868 3.062 2.577  -1.33
H 3.145 0.708 -1.626  0.47
C 2.350 -0.931 -0.450  1.55
H 4.192 -1.955 1.352  0.31
C -3.569 -2.029 -2.423  -0.59
H 0.486 3.854 3.216  0.45
H -2.092 -0.736 1.651  0.52
H -4.920 0.216 -0.580  0.39
C 2.414 0.909 1.259  0.30
H 0.286 2.157 2.738  0.28
H -2.306 -1.109 -3.905  0.25
C -4.445 0.072 -1.558  -0.91
H 0.733 3.371 1.540  0.29
H 4.146 1.269 4.131  0.48
C 3.814 -0.986 1.635  -0.59
C -2.381 -0.342 0.675  -1.03
C -3.881 1.409 -2.036  -1.18
H 2.679 4.661 3.796  0.30
H 5.006 -0.917 3.405  0.40
H -2.555 -2.306 -0.144  0.54
H 3.405 -2.835 -0.478  0.45
H 4.234 -0.668 -1.466  0.38
N -3.410 -0.951 -1.463  0.53
H -2.979 0.563 0.813  0.41
H -3.329 -2.409 -4.526  0.42
N 0.965 -0.522 -0.679  -0.13
H -4.686 2.134 -2.141  0.44

Forces on the atoms, in the same order (eV/Å):
C 0.12 0.17 0.22
H 0.10 -0.08 0.01
C 0.11 0.00 0.04
H 0.01 0.00 -0.08
C -0.03 0.02 0.00
H 0.10 0.08 0.08
C 0.00 -0.02 0.00
H 0.22 -0.09 -0.02
H 0.00 -0.04 0.09
H -0.03 -0.05 -0.13
N -0.13 0.18 -0.03
H -0.03 0.02 0.09
C -0.21 -0.07 0.09
C -0.27 0.34 -0.32
H -0.14 0.02 -0.03
H 0.08 -0.01 0.04
H -0.09 0.02 0.02
H -0.07 0.10 -0.09
H 0.06 0.00 -0.10
C 0.24 -0.27 -0.09
C 0.06 0.05 0.07
C -0.09 0.27 0.11
C 0.07 0.14 0.08
H 0.00 -0.09 0.04
C -0.10 -0.19 0.25
O 0.10 -0.29 0.29
H 0.04 -0.03 -0.04
C 0.04 0.08 0.01
H 0.01 0.12 -0.01
C -0.02 -0.30 -0.04
H 0.01 -0.14 -0.04
C 0.09 0.00 -0.25
H -0.04 0.06 0.00
H -0.11 0.12 -0.05
H -0.03 -0.08 -0.06
C 0.12 0.05 0.14
H -0.10 -0.03 -0.01
H 0.11 0.06 -0.02
C 0.14 0.33 -0.13
H -0.10 -0.03 -0.09
H 0.00 0.04 0.09
C -0.05 0.02 -0.11
C -0.09 -0.23 0.03
C -0.28 -0.20 0.07
H -0.16 0.15 0.07
H 0.04 -0.04 0.05
H -0.04 0.01 0.02
H 0.14 -0.08 0.01
H 0.07 -0.02 0.02
N 0.00 -0.21 0.09
H -0.03 -0.07 0.08
H -0.03 -0.04 -0.13
N 0.25 0.10 -0.32
H -0.04 0.18 -0.02

***

> Which of these has the lowest energy?

C19H31F9MoOP2

***

> Which of these has the highest max |F|?

C19H31F9MoOP2

***

> The highest energy belongs to which entry?

C19H31N3O